1.
Molecular formula: C5H12N2O
Method: DFT, the ωB97M-V functional and the def2-TZVPD basis

Last column: natural (NBO) charge in e.
Positions of all 20 atoms, in Å:
C (-0.479, -0.627, -0.569)  0.47
C (1.866, 1.018, 1.362)  -0.25
C (-0.312, -2.048, -0.183)  -0.71
C (-0.535, -0.303, -2.012)  -0.73
C (-0.699, 0.414, 0.415)  0.40
N (-0.646, 1.742, -0.036)  -0.84
O (0.947, -0.003, 1.127)  -0.73
N (-1.731, 0.139, 1.212)  -0.71
H (0.277, 2.066, -0.283)  0.38
H (-1.092, 2.358, 0.631)  0.40
H (-1.714, -0.831, 1.510)  0.33
H (2.368, 1.373, 0.442)  0.13
H (1.408, 1.895, 1.848)  0.15
H (2.663, 0.657, 2.026)  0.18
H (0.539, -2.457, -0.736)  0.25
H (0.462, 0.044, -2.316)  0.27
H (-0.133, -2.174, 0.880)  0.26
H (-1.188, -2.626, -0.500)  0.24
H (-1.214, 0.531, -2.191)  0.27
H (-0.787, -1.168, -2.628)  0.23

Energy relative to the best compared isomer or geometry (same formula, charge and spin): 476.1 kJ/mol
LUMO level (alpha / beta): -0.83 / -0.83 eV
Orbital gap (alpha / beta): 7.25 / 7.25 eV
HOMO (alpha / beta): -8.081 / -8.078 eV

=====

2.
Molecular formula: C5H8NO3P
Method: DFT, the ωB97M-V functional and the def2-TZVPD basis

Last column: natural (NBO) charge in e.
Positions of all 18 atoms, in Å:
C (-0.758, 2.507, 1.102)  0.23
C (-1.665, -0.787, -1.113)  -0.65
C (2.186, -0.609, -0.473)  -0.66
C (-0.161, -0.818, -1.260)  -0.26
C (0.647, -0.645, -0.218)  -0.31
N (-1.594, 3.353, 1.214)  -0.77
O (1.227, 0.206, 2.446)  -1.21
O (-0.996, 0.921, 1.289)  -1.00
O (-0.651, -1.495, 1.915)  -1.21
P (0.048, -0.266, 1.589)  2.39
H (-1.880, -0.546, -0.109)  0.28
H (-2.258, -1.662, -1.219)  0.18
H (-2.158, -0.208, -1.906)  0.17
H (2.061, -0.030, -1.504)  0.19
H (2.655, -1.688, -0.511)  0.18
H (2.709, -0.003, 0.243)  0.23
H (0.248, -0.919, -2.295)  0.14
H (0.340, 2.691, 0.811)  0.08

Energy relative to the best compared isomer or geometry (same formula, charge and spin): 192.0 kJ/mol
LUMO level: 6.43 eV
Net charge: -2
Orbital gap: 5.85 eV
HOMO: 0.577 eV

=====

3.
Molecular formula: C21H34N2O3
Method: DFT, the ωB97M-V functional and the def2-TZVPD basis

Last column: natural (NBO) charge in e.
Positions of all 60 atoms, in Å:
C (1.333, -1.659, 4.949)  -0.61
C (1.468, -2.364, 3.604)  -0.39
C (1.576, -1.398, 2.424)  -0.41
C (2.866, -0.578, 2.447)  -0.38
C (3.159, 0.209, 1.161)  -0.21
C (3.479, -0.700, -0.025)  -0.41
C (3.838, 0.118, -1.263)  -0.39
C (2.728, 1.106, -1.633)  -0.31
C (1.485, 0.377, -2.144)  0.70
O (1.367, -0.829, -2.190)  -0.64
N (0.534, 1.213, -2.630)  -0.62
C (-0.766, 0.741, -3.025)  -0.23
C (-1.849, 1.074, -1.971)  -0.08
C (-3.172, 0.545, -2.446)  0.26
C (-4.420, 1.100, -2.425)  -0.31
C (-5.293, 0.141, -2.994)  -0.31
C (-4.512, -0.922, -3.322)  0.08
O (-3.229, -0.686, -2.999)  -0.41
N (-1.402, 0.627, -0.662)  -0.46
C (-1.881, 1.369, 0.488)  -0.24
C (-3.215, 0.841, 1.031)  -0.09
O (-3.110, -0.527, 1.356)  -0.53
C (-2.753, -1.284, 0.217)  -0.09
C (-1.428, -0.801, -0.389)  -0.26
C (2.408, 1.997, -0.426)  -0.37
C (2.016, 1.148, 0.778)  -0.41
H (1.179, -2.385, 5.743)  0.21
H (2.229, -1.088, 5.182)  0.20
H (0.484, -0.979, 4.937)  0.20
H (2.346, -3.014, 3.621)  0.19
H (0.591, -2.999, 3.452)  0.20
H (0.713, -0.729, 2.442)  0.19
H (1.535, -1.980, 1.502)  0.21
H (3.706, -1.252, 2.632)  0.20
H (2.823, 0.130, 3.278)  0.20
H (4.047, 0.824, 1.362)  0.19
H (2.618, -1.321, -0.265)  0.23
H (4.314, -1.358, 0.227)  0.20
H (4.008, -0.559, -2.103)  0.22
H (4.759, 0.677, -1.082)  0.20
H (3.079, 1.739, -2.459)  0.22
H (0.638, 2.205, -2.495)  0.39
H (-0.681, -0.339, -3.150)  0.24
H (-1.053, 1.190, -3.981)  0.20
H (-1.938, 2.166, -1.906)  0.21
H (-4.684, 2.070, -2.054)  0.23
H (-6.349, 0.235, -3.135)  0.23
H (-4.737, -1.868, -3.772)  0.21
H (-1.127, 1.262, 1.276)  0.20
H (-1.971, 2.427, 0.234)  0.20
H (-4.012, 0.989, 0.287)  0.17
H (-3.485, 1.354, 1.956)  0.19
H (-3.564, -1.229, -0.523)  0.16
H (-2.656, -2.315, 0.558)  0.19
H (-0.629, -1.003, 0.333)  0.20
H (-1.209, -1.354, -1.299)  0.23
H (1.601, 2.696, -0.660)  0.19
H (3.296, 2.587, -0.185)  0.20
H (1.133, 0.567, 0.516)  0.21
H (1.768, 1.798, 1.621)  0.21

Energy relative to the best compared isomer or geometry (same formula, charge and spin): 0.0 kJ/mol
Structure (SMILES): CCCC[C@H]1CC[C@@H](C(=O)NC[C@@H](c2ccco2)N2CCOCC2)CC1
LUMO level: 0.67 eV
Orbital gap: 8.73 eV
HOMO: -8.068 eV

=====

4.
Molecular formula: C4H5ClN2
Method: DFT, the ωB97M-V functional and the def2-TZVPD basis

Last column: natural (NBO) charge in e.
Positions of all 12 atoms, in Å:
C (-0.194, 1.282, -0.112)  -0.40
N (-0.629, -0.023, -0.097)  -0.36
C (-0.013, -1.211, -0.318)  -0.08
C (-0.945, -2.228, -0.218)  -0.10
N (-2.164, -1.696, 0.084)  -0.44
C (-1.973, -0.435, 0.155)  0.26
Cl (-3.146, 0.733, 0.210)  0.06
H (0.833, 1.290, -0.255)  0.21
H (-0.556, 1.831, -0.973)  0.21
H (-0.380, 1.941, 0.866)  0.22
H (0.974, -1.300, -0.676)  0.21
H (-0.714, -3.244, -0.275)  0.21

Energy relative to the best compared isomer or geometry (same formula, charge and spin): 98.0 kJ/mol
Structure (SMILES): Cn1ccnc1Cl
LUMO level: 0.73 eV
Orbital gap: 9.24 eV
HOMO: -8.514 eV